# 1
{
  "formula": "C47H60AsClN5O3PSiSn",
  "method": "wB97M-V/def2-TZVPD",
  "species": ["Sn", "O", "C", "O", "C", "C", "C", "C", "C", "C", "P", "C", "C", "C", "C", "C", "C", "C", "C", "C", "C", "C", "C", "H", "H", "H", "H", "H", "H", "H", "H", "H", "H", "H", "H", "H", "H", "C", "C", "C", "C", "C", "C", "N", "N", "Si", "C", "C", "C", "H", "H", "H", "H", "H", "H", "H", "H", "H", "H", "H", "H", "H", "H", "H", "C", "As", "C", "C", "H", "H", "H", "H", "H", "H", "H", "H", "H", "C", "C", "C", "C", "C", "O", "C", "C", "C", "C", "C", "C", "Cl", "C", "C", "C", "N", "C", "N", "C", "N", "H", "H", "H", "H", "H", "H", "H", "H", "H", "H", "H", "H", "H", "H", "H", "H", "H", "H", "H", "H", "H", "H"],
  "coordinates": [[0.76969, -0.80327, 0.79253], [2.48959, -0.66387, 3.85583], [3.51589, -0.62777, 3.26363], [3.46429, -0.61827, 1.84973], [4.90399, -0.59047, 3.71363], [5.35239, -0.59217, 5.02943], [6.72199, -0.57937, 5.25793], [7.62579, -0.54837, 4.20093], [7.18779, -0.53527, 2.88103], [5.82549, -0.56337, 2.65233], [4.89299, -0.57697, 1.11303], [4.92209, 1.00453, 0.26613], [4.40489, 2.07613, 0.99443], [4.44589, 3.34503, 0.45583], [4.96589, 3.53963, -0.81607], [5.50279, 2.47623, -1.52467], [5.51229, 1.20403, -0.97727], [4.96359, -2.16757, 0.27783], [4.89429, -2.31097, -1.09937], [4.82609, -3.58467, -1.63637], [4.81959, -4.69557, -0.80857], [4.91159, -4.54667, 0.56713], [4.98619, -3.28227, 1.11773], [4.64489, -0.60357, 5.84383], [7.08949, -0.59087, 6.27313], [8.68569, -0.53477, 4.40703], [7.89139, -0.51087, 2.06173], [3.99139, 1.92353, 1.98223], [4.08909, 4.18543, 1.02883], [4.98109, 4.53373, -1.23657], [5.94529, 2.64853, -2.49387], [6.00069, 0.38893, -1.48887], [4.87939, -1.44247, -1.73717], [4.77759, -3.70847, -2.70507], [4.75479, -5.68427, -1.23697], [4.93199, -5.41547, 1.20853], [5.06059, -3.15877, 2.18973], [1.94489, -2.10297, -2.92407], [1.97549, -0.64367, -2.60757], [2.43929, 0.26333, -3.54177], [2.39129, 1.62763, -3.25627], [1.86319, 2.04663, -2.06367], [1.39659, 1.09023, -1.14787], [1.50769, -0.23857, -1.41967], [0.82159, 1.33853, 0.03713], [0.08199, 2.86303, 0.51053], [-1.11941, 3.43903, -0.85967], [1.26629, 4.33143, 0.79143], [-0.67541, 2.32983, 2.17623], [1.06519, -2.31307, -3.53197], [1.88249, -2.70067, -2.01157], [2.81639, -2.38697, -3.50847], [2.80499, -0.08637, -4.49237], [2.75429, 2.34763, -3.97417], [1.79829, 3.08853, -1.80817], [-0.56641, 3.91133, -1.66497], [-1.83081, 4.17213, -0.49367], [-1.67761, 2.62513, -1.30967], [1.95209, 4.46483, -0.03937], [1.84709, 4.22373, 1.70063], [0.69619, 5.25063, 0.88233], [-1.38091, 1.51213, 2.04413], [-1.19321, 3.13613, 2.68143], [0.11219, 1.96873, 2.83893], [1.59079, -6.00797, 0.48003], [1.01199, -4.11477, 0.50463], [0.34679, -4.12017, 2.35303], [-0.68561, -4.37457, -0.45967], [0.77229, -6.65507, 0.79113], [2.42839, -6.15277, 1.16073], [1.90399, -6.30717, -0.52007], [-0.46781, -4.83087, 2.46893], [-0.00631, -3.13087, 2.65463], [1.14829, -4.40477, 3.03183], [-1.44131, -4.78847, 0.20683], [-0.53251, -5.07097, -1.28387], [-1.05321, -3.43197, -0.86857], [-4.25351, 2.92903, 0.73283], [-5.29001, 1.98363, 1.34203], [-6.41951, 2.85083, 1.91723], [-4.66111, 1.21683, 2.51713], [-5.84281, 0.97363, 0.27143], [-6.54501, -0.07997, 0.89003], [-6.77811, 1.68163, -0.74427], [-7.29291, 0.78233, -1.88417], [-6.33571, 0.61523, -3.03407], [-5.89121, -0.64447, -3.42797], [-4.97131, -0.79167, -4.45057], [-4.49111, 0.33233, -5.10187], [-3.30881, 0.16033, -6.35217], [-4.95561, 1.59463, -4.76077], [-5.87381, 1.72403, -3.73437], [-4.75321, 0.27623, -0.58317], [-3.62291, -0.32247, 0.06593], [-2.33961, -0.10787, -0.20057], [-1.59141, -0.95067, 0.50213], [-2.50861, -1.67987, 1.19103], [-3.72971, -1.32577, 0.93053], [-3.95221, 3.65973, 1.47873], [-4.66431, 3.47533, -0.11127], [-3.36111, 2.40173, 0.41473], [-6.00651, 3.48243, 2.69943], [-7.20631, 2.25033, 2.36433], [-6.85051, 3.50563, 1.16713], [-4.68641, 1.82973, 3.41433], [-3.62081, 0.96153, 2.32693], [-5.21161, 0.29993, 2.71353], [-7.29671, 0.28203, 1.37243], [-6.27671, 2.55103, -1.16637], [-7.65261, 2.02683, -0.19247], [-8.20551, 1.24113, -2.27327], [-7.56191, -0.19187, -1.47297], [-6.26891, -1.52607, -2.93107], [-4.63411, -1.77247, -4.74637], [-4.60861, 2.46023, -5.30087], [-6.24051, 2.70813, -3.48297], [-4.37681, 0.97343, -1.33007], [-5.27901, -0.54517, -1.07137], [-1.94311, 0.61093, -0.88567], [-2.25721, -2.45937, 1.87633]],
  "energy_ha": -5867.23850,
  "orbital_gap_ev": 6.7,
  "charge": 2,
  "lumo_ha": -0.201
}

=====

# 2
{
  "formula": "C53H58Ge2O2S6Sn",
  "method": "wB97M-V/def2-TZVPD",
  "species": ["Sn", "C", "C", "C", "C", "C", "C", "C", "C", "C", "C", "C", "C", "C", "C", "C", "Ge", "S", "S", "Ge", "S", "S", "C", "C", "C", "C", "C", "C", "C", "C", "C", "C", "C", "C", "C", "C", "C", "C", "C", "C", "C", "C", "C", "C", "C", "C", "C", "C", "C", "C", "C", "C", "C", "C", "C", "H", "H", "H", "H", "H", "H", "H", "H", "H", "H", "H", "H", "H", "H", "H", "H", "H", "H", "H", "H", "H", "H", "H", "H", "H", "H", "H", "H", "H", "H", "H", "H", "H", "H", "H", "H", "H", "H", "H", "H", "H", "H", "H", "H", "H", "H", "H", "H", "H", "H", "C", "C", "S", "C", "C", "S", "H", "H", "H", "H", "H", "H", "O", "C", "O", "H", "H"],
  "coordinates": [[-2.05222, 1.03517, -2.24763], [-7.89905, -2.44361, 0.96479], [-6.63581, -1.82670, 1.54807], [-6.52561, -0.49430, 1.79561], [-5.38591, 0.14003, 2.32687], [-5.42134, 1.61906, 2.54007], [-4.25893, -0.62870, 2.72506], [-4.35216, -2.01176, 2.45731], [-3.35480, -3.02469, 2.89954], [-5.54927, -2.59664, 1.97419], [-3.08587, -0.07289, 3.50180], [-3.41745, 0.62222, 4.68565], [-2.36475, 1.06407, 5.52375], [-1.03552, 0.78850, 5.27738], [-0.66643, 0.09299, 4.10044], [-1.69222, -0.14282, 3.10809], [-1.01922, 0.16376, 1.17835], [-2.92228, 0.96812, 0.15323], [0.32995, -1.47430, 0.16535], [1.19878, 0.27086, -0.98728], [0.24998, 0.68196, -3.04055], [0.48364, 1.70780, 0.52316], [3.06462, 0.12470, -1.70298], [3.72812, 1.36267, -1.99714], [4.74882, 1.42158, -2.91806], [5.12914, 0.25272, -3.57582], [4.60131, -0.99984, -3.26112], [3.55063, -1.03426, -2.34162], [2.97600, -2.45064, -2.21051], [2.38961, -3.08234, -3.36323], [2.52007, -2.54621, -4.76494], [1.78082, -4.33163, -3.21196], [1.77830, -5.00943, -1.97132], [1.03646, -6.30339, -1.75704], [2.46271, -4.40602, -0.93366], [3.10014, -3.15218, -1.00968], [3.80886, -2.63106, 0.24875], [3.33764, 2.70294, -1.36791], [2.82273, 3.76051, -2.19193], [2.65216, 3.70795, -3.70503], [2.16924, 4.84641, -1.54883], [2.49273, 5.18075, -0.21363], [1.95443, 6.46855, 0.39787], [3.22797, 4.25666, 0.52642], [3.63115, 3.01817, -0.05002], [4.33520, 1.97058, 0.79955], [0.77804, -0.26418, 3.97670], [1.73734, 0.76774, 4.06910], [1.35941, 2.20479, 3.92025], [3.08575, 0.45170, 4.26769], [3.52535, -0.89858, 4.24425], [5.00236, -1.13920, 4.33712], [2.57329, -1.89850, 3.99625], [1.20633, -1.64004, 3.94388], [0.25698, -2.82590, 4.00016], [-8.27466, -1.74493, 0.17916], [-8.69376, -2.65321, 1.66659], [-7.63601, -3.32550, 0.39178], [-7.35434, 0.22029, 1.57739], [-4.43644, 2.08540, 2.38262], [-5.75865, 1.86490, 3.56954], [-6.14729, 1.98193, 1.87857], [-3.63767, -3.37907, 3.87476], [-2.33080, -2.65336, 2.90616], [-3.40165, -3.89788, 2.21109], [-5.52541, -3.64586, 1.97583], [-4.46668, 0.83370, 4.90650], [-2.68155, 1.61021, 6.42751], [-0.20299, 0.96955, 5.98710], [5.34600, 2.35818, -3.09446], [5.83152, 0.26175, -4.37893], [5.00232, -1.90342, -3.69310], [2.11942, -1.52332, -4.76515], [1.82898, -3.09863, -5.40794], [3.56243, -2.60627, -5.08949], [1.18741, -4.74279, -4.02971], [1.67407, -7.08347, -1.36912], [0.59625, -6.62869, -2.68954], [0.19748, -6.11472, -1.06905], [2.60699, -5.04444, -0.07149], [3.30615, -3.01705, 1.16674], [3.75059, -1.54741, 0.31262], [4.87553, -2.89877, 0.29600], [3.51825, 3.34558, -4.27039], [2.39959, 4.74726, -4.00392], [1.89908, 2.95823, -3.96944], [1.49861, 5.53593, -2.10280], [0.93288, 6.64263, 0.02225], [2.65348, 7.21913, 0.02893], [1.93894, 6.47202, 1.51618], [3.40541, 4.53604, 1.58555], [4.85827, 2.44839, 1.64206], [5.17319, 1.48931, 0.21117], [3.60513, 1.25223, 1.22306], [0.87745, 2.54558, 4.85541], [0.65645, 2.34823, 3.10058], [2.22694, 2.80226, 3.77923], [3.83821, 1.22491, 4.42244], [5.24413, -1.57872, 5.31918], [5.47761, -0.17272, 4.25528], [5.30340, -1.86454, 3.57921], [2.91681, -2.92743, 3.80324], [0.86382, -3.69078, 4.27082], [-0.18201, -2.97515, 2.99022], [-0.55452, -2.65747, 4.72624], [-3.19387, 1.08807, -6.56166], [-3.18168, 1.53164, -5.11290], [-3.75054, 0.38812, -3.92870], [-2.91397, 2.88415, -4.70432], [-2.59419, 3.94876, -5.75701], [-2.75002, 3.34117, -3.04324], [-2.60654, 0.16291, -6.65952], [-2.75565, 1.86797, -7.22132], [-4.21461, 0.96552, -6.86740], [-3.29794, 3.93870, -6.61108], [-1.59161, 3.79362, -6.14467], [-2.67034, 4.91927, -5.23094], [-8.85041, -0.52583, -2.93566], [-7.99988, -0.42123, -2.18277], [-2.02152, -1.34606, -1.94172], [-1.57118, -1.70437, -2.74498], [-1.37165, -1.53363, -1.19337]],
  "energy_ha": -8962.30970,
  "orbital_gap_ev": 6.6,
  "lumo_ha": -0.016
}

=====

# 3
{
  "formula": "C11H19NS",
  "method": "wB97M-V/def2-TZVPD",
  "species": ["C", "C", "C", "C", "C", "C", "C", "C", "C", "C", "C", "N", "S", "H", "H", "H", "H", "H", "H", "H", "H", "H", "H", "H", "H", "H", "H", "H", "H", "H", "H", "H"],
  "coordinates": [[3.22946, 1.00567, 1.06704], [2.20564, 0.80623, 0.19787], [0.58109, -0.47809, 1.85182], [-0.24180, -0.36064, -0.32838], [0.99578, 0.08672, 0.51992], [0.50611, -1.36632, 0.57875], [2.41996, 1.16246, -1.21753], [1.35065, -2.56556, 0.20092], [-2.97234, -1.88953, -0.21997], [-1.70065, 3.08391, -0.30360], [-2.69668, -0.49692, -0.74375], [-1.57857, 0.28492, -0.17029], [-1.56538, 1.66613, 0.84488], [4.03297, 1.61920, 0.80485], [3.14725, 0.78530, 2.08295], [1.32207, -0.33892, 2.61681], [-0.44558, -0.30767, 2.20657], [-0.10461, -0.63956, -1.32853], [2.65340, 2.18221, -1.43076], [3.35140, 0.66246, -1.73462], [1.52032, 0.83219, -1.78246], [1.03655, -3.64137, 0.41434], [2.27257, -2.35415, 0.71568], [1.46689, -2.59235, -0.84029], [-3.74073, -1.84922, 0.65852], [-3.40335, -2.52527, -0.92603], [-2.06896, -2.33584, 0.15995], [-2.05104, 3.90364, 0.26717], [-2.48012, 2.62401, -1.05777], [-0.68060, 3.36812, -0.66076], [-2.65893, -0.45041, -1.84674], [-3.70277, 0.11866, -0.59658]],
  "energy_ha": -883.28620,
  "smiles": "C=C(C)[C@]12C[C@@]1(C)[C@H]2N(CC)SC",
  "orbital_gap_ev": 9.0,
  "lumo_ha": 0.030
}

=====

Q: Which ΔE to the lowest compared entry with this formula, charge and spin values were calculated for the entries above? A: 29.20 0.00 80.12, in kcal per mole.
Q: Which M values were calculated for the entries above? A: 1031.17 1183.38 197.35, in u.
Q: Which HOMO energy values were calculated for the entries above? A: -12.163 -7.010 -8.155, in eV.